# 1
Formula: C34H55O25P2
Source: OMol25
Level of theory: ωB97M-V/def2-TZVPD

XYZ file:
```
116
Properties=species:S:1:pos:R:3:forces:R:3:lowdin_charge:R:1
C -0.42335 -0.62621 -3.60105 0.077 -0.853 -0.439 -0.095
C 0.05477 -1.92969 -4.28744 -0.867 0.641 0.251 -0.229
C -1.17300 -2.81481 -4.62096 0.913 -0.124 -0.298 -0.220
C -1.03246 -4.32200 -4.35736 -0.531 0.447 0.566 -0.222
C -0.36821 -4.73814 -3.02950 -0.358 0.611 -0.547 -0.329
P -0.99598 -3.89494 -1.54313 0.187 -0.078 0.760 0.916
C -2.17370 -4.98348 -0.64459 0.193 0.340 0.471 -0.248
C -3.46686 -4.21405 -0.38736 2.592 -1.106 2.382 -0.348
O -4.19560 -4.04994 -1.26848 -3.258 0.971 -3.314 0.093
P 0.77622 -3.39214 -0.34094 1.515 -0.396 -0.406 0.844
C 0.52329 -3.91503 1.41213 -0.556 0.810 -0.083 -0.292
C 0.91685 -1.54086 -0.30718 -1.384 -0.423 0.521 -0.424
C -0.39082 -0.88327 0.16503 0.703 -0.035 -0.144 -0.142
H 0.37335 -0.08388 -3.11335 0.106 0.278 0.070 0.067
H -1.22874 -0.84174 -2.90587 -0.011 0.077 0.418 0.039
H -0.87125 -0.02200 -4.37715 -0.057 0.468 -0.047 0.083
H 0.82831 -2.43656 -3.71562 0.046 -0.139 0.166 0.086
H 0.49987 -1.60248 -5.21575 0.469 -0.231 -0.229 0.104
H -2.06199 -2.39031 -4.16983 -0.235 -0.088 0.339 0.093
H -1.33638 -2.72245 -5.68787 -0.264 0.002 -0.244 0.113
H -2.03131 -4.74686 -4.37765 -0.157 -0.226 -0.236 0.108
H -0.45801 -4.76198 -5.15894 0.181 -0.305 -0.150 0.117
H 0.68592 -4.50211 -3.08652 0.318 -0.085 0.274 0.065
H -0.49263 -5.80670 -2.87889 0.121 -0.165 0.188 0.098
H -1.72988 -2.73836 -1.86084 0.032 -0.252 -0.253 0.028
H -2.36576 -5.85189 -1.26876 -0.213 -0.051 -0.174 0.077
H -1.76945 -5.35071 0.29387 0.403 0.035 0.030 0.079
H -3.69771 -3.84454 0.62174 0.258 -0.001 0.360 0.128
H 0.68175 -3.03685 2.03167 -0.011 0.203 0.096 0.042
H -0.46851 -4.27850 1.65345 -0.110 -0.179 0.020 0.022
H 1.27373 -4.62970 1.70335 0.170 -0.423 -0.181 0.036
H 1.68207 -1.35721 0.44338 0.311 -0.084 0.008 0.079
H 1.29192 -1.15838 -1.24569 0.022 -0.045 -0.286 0.055
H -0.65517 -1.31582 1.12331 -0.150 0.175 0.317 0.062
H -1.22088 -1.05420 -0.50931 -0.114 0.052 -0.274 0.033
H -0.23720 0.18557 0.25747 -0.170 0.240 0.142 0.069
C -6.75423 -2.86973 1.70902 -0.128 -0.252 -0.106 -0.122
C -6.79507 -1.65388 0.81296 -0.049 -0.013 -0.263 -0.115
O -6.75351 -0.57866 1.75365 0.112 -0.188 0.174 0.069
C -6.18051 -1.03907 2.89412 -0.058 0.057 -0.034 -0.556
O -5.84533 -0.35593 3.80437 0.054 -0.039 0.030 0.167
O -6.03712 -2.39214 2.84968 0.009 0.223 -0.110 0.056
H -6.23748 -3.71205 1.25340 0.096 0.007 0.140 0.117
H -7.74829 -3.19102 2.02369 0.006 0.034 0.015 0.138
H -5.92223 -1.58419 0.15944 0.009 -0.014 0.028 0.127
H -7.69488 -1.60353 0.20551 -0.039 0.173 0.103 0.137
C -1.06638 4.17377 1.25902 0.081 0.108 0.348 -0.106
C -2.30114 4.53348 0.46715 -0.208 0.110 0.154 -0.113
O -1.87987 4.30547 -0.88097 0.190 -0.061 0.082 0.060
C -0.85575 3.41766 -0.85738 0.033 0.009 -0.022 -0.569
O -0.39611 2.89832 -1.81999 0.007 -0.211 0.033 0.162
O -0.42884 3.20163 0.41835 -0.275 0.114 -0.253 0.032
H -1.29743 3.74765 2.23189 0.099 -0.153 -0.061 0.135
H -0.38944 5.01910 1.39293 0.001 -0.008 -0.049 0.139
H -3.14655 3.87899 0.68715 0.029 -0.025 -0.012 0.134
H -2.60810 5.56691 0.60560 0.038 0.018 -0.180 0.135
C 3.98418 3.29539 0.14389 -0.191 0.241 -0.116 -0.112
C 2.88127 2.45556 -0.44554 -0.249 0.084 -0.181 -0.112
O 3.46659 1.13907 -0.46096 0.132 -0.088 0.222 0.046
C 4.43117 1.11332 0.48830 -0.027 0.090 0.113 -0.595
O 4.99290 0.12157 0.84801 -0.067 -0.122 -0.056 0.127
O 4.67626 2.34367 0.97069 0.000 -0.223 -0.118 0.071
H 3.62027 4.12766 0.73653 0.102 -0.082 0.163 0.120
H 4.67334 3.67554 -0.61077 0.004 -0.043 0.001 0.134
H 1.98692 2.43456 0.17924 0.053 -0.029 0.050 0.121
H 2.60523 2.76432 -1.44309 0.013 -0.228 -0.080 0.101
C 7.57833 5.95861 2.66065 0.273 0.023 0.050 -0.102
C 7.24194 5.44523 1.28092 0.313 -0.117 -0.205 -0.095
O 5.88465 5.01028 1.44186 0.103 0.247 0.183 0.034
C 5.34830 5.68859 2.48447 0.018 0.023 0.038 -0.563
O 4.19071 5.67684 2.76534 -0.014 -0.025 -0.054 0.153
O 6.29935 6.37683 3.15590 -0.131 -0.137 -0.150 0.069
H 8.27653 6.79130 2.64564 -0.156 0.107 0.081 0.135
H 7.96939 5.17745 3.31419 -0.047 -0.025 -0.022 0.137
H 7.27264 6.22870 0.52127 -0.050 0.038 0.051 0.138
H 7.87847 4.62121 0.96704 -0.177 -0.077 0.021 0.111
C -4.56387 -7.91242 -1.64410 -0.134 0.170 -0.016 -0.130
C -5.14910 -9.30652 -1.62531 -0.273 -0.058 0.069 -0.110
O -4.09614 -10.09097 -2.19047 0.157 0.299 0.080 0.076
C -2.92744 -9.43493 -2.00110 0.051 -0.278 -0.069 -0.559
O -1.85100 -9.88353 -2.20331 0.014 0.129 0.012 0.183
O -3.15688 -8.16656 -1.53949 -0.175 0.024 -0.027 0.018
H -4.90791 -7.29689 -0.81511 0.163 -0.019 0.060 0.126
H -4.75941 -7.38843 -2.58200 0.003 -0.042 -0.013 0.135
H -5.35070 -9.66337 -0.61391 0.046 0.018 0.003 0.137
H -6.05514 -9.39391 -2.21922 0.107 -0.126 -0.111 0.138
C -5.00102 0.98590 6.89120 -0.028 0.007 -0.326 -0.127
C -5.18731 -0.21958 7.78151 -0.021 -0.226 -0.072 -0.125
O -4.95348 0.31815 9.08453 -0.029 0.189 -0.122 0.057
C -5.20021 1.65633 9.03764 -0.006 0.029 0.031 -0.562
O -5.25868 2.36477 9.98564 0.006 -0.022 -0.031 0.173
O -5.37027 2.06622 7.75130 0.053 -0.187 0.187 0.058
H -5.63307 0.95981 6.00790 -0.054 0.145 0.056 0.112
H -3.96202 1.12117 6.58226 0.008 -0.017 0.054 0.132
H -6.20343 -0.61676 7.73987 -0.009 0.049 -0.002 0.133
H -4.48522 -1.02082 7.56349 0.064 0.030 0.181 0.130
C 8.72869 0.73799 -1.59436 -0.002 -0.169 -0.109 -0.109
C 7.57470 1.29837 -0.79762 -0.293 -0.217 0.025 -0.116
O 8.21631 2.27152 0.03154 0.181 0.027 -0.134 0.052
C 9.36992 2.64708 -0.57735 0.020 -0.076 -0.105 -0.565
O 10.04365 3.56190 -0.22955 -0.053 0.038 0.023 0.162
O 9.63998 1.84221 -1.63622 -0.109 0.103 0.215 0.066
H 8.44457 0.43435 -2.59896 0.132 0.154 -0.063 0.133
H 9.21442 -0.10128 -1.09351 0.004 0.043 0.041 0.135
H 6.83863 1.80606 -1.42687 0.054 0.022 -0.031 0.137
H 7.06863 0.55083 -0.19352 0.052 0.122 0.169 0.117
C 1.17216 7.88209 -2.82268 -0.027 0.299 -0.057 -0.111
C 0.07519 7.02449 -3.40995 -0.231 0.152 -0.110 -0.110
O 0.67129 5.72382 -3.41313 0.148 0.065 0.132 0.069
C 1.63978 5.70761 -2.47067 -0.071 0.069 -0.094 -0.549
O 2.20829 4.72676 -2.10807 0.057 0.185 0.012 0.154
O 1.87543 6.95157 -1.99229 -0.090 -0.177 -0.070 0.071
H 0.79414 8.71441 -2.23462 0.096 -0.093 0.158 0.135
H 1.85760 8.26451 -3.58069 0.005 -0.053 -0.004 0.136
H -0.81934 6.99904 -2.78447 0.035 -0.028 0.029 0.132
H -0.20508 7.32276 -4.41684 0.069 -0.185 -0.054 0.135
```
Forces are in eV/Å.

Multiplicity   1
DFT total energy   -3892.0766 a.u.
HOMO energy   -12.039 eV
Largest force on an atom   4.7 eV/Å
Net charge   +1

***

# 2
Formula: C10H13Br2F5N2O6P2S2
Source: OMol25
Level of theory: ωB97M-V/def2-TZVPD

XYZ file:
```
42
Properties=species:S:1:pos:R:3:forces:R:3:nbo_charge:R:1
N -3.25507 2.04500 -0.54419 0.225 0.029 0.016 -1.157
P -1.72433 2.61113 -0.08123 0.163 0.455 0.798 1.262
O -1.19176 3.23078 -1.48640 -0.042 -0.237 -0.135 -0.990
C -0.76361 0.99623 0.18786 -0.317 0.329 -1.639 -0.591
C 0.59939 1.48698 0.65519 -0.013 0.216 0.991 0.080
C 1.33519 0.73418 1.77417 0.231 -0.479 0.130 -0.464
C 0.58707 -0.42072 2.43713 -0.168 0.223 0.233 -0.471
C 1.53812 -1.35369 3.16596 -0.377 0.161 0.418 0.241
F 2.48471 -0.60154 3.80996 0.103 -0.304 -0.072 -0.341
Br 2.38883 -2.54739 1.93272 0.149 -0.058 -0.177 0.100
C 0.76587 -2.17893 4.24117 0.037 -0.719 0.164 0.602
F -0.45217 -2.53755 3.74043 0.835 0.080 0.255 -0.329
F 1.42685 -3.31359 4.58890 -0.542 0.803 -0.283 -0.314
Br 0.49383 -1.14667 5.86467 -0.112 -0.092 -0.216 0.037
O 1.45475 1.80521 -0.47970 -0.303 -0.127 -0.326 -0.710
S 2.01357 0.58783 -1.31761 0.774 -0.918 -0.349 2.412
O 3.14667 0.00018 -0.68388 0.054 0.074 0.454 -0.921
O 2.17797 0.98643 -2.66991 -0.384 0.513 -0.177 -0.909
C 0.70138 -0.62305 -1.15173 -0.555 0.610 -0.378 -0.883
P 0.96406 -2.04500 -2.33051 0.752 -1.371 0.840 0.861
S 1.40996 -3.70090 -1.40710 -0.205 0.234 -0.061 -0.565
C -0.72752 -0.04497 -0.99101 0.140 0.508 0.543 -0.032
N -1.45823 0.43252 -2.21067 0.476 -1.282 -0.033 -0.591
C -2.60417 -0.35566 -2.50827 0.303 0.301 0.248 0.975
O -3.67473 0.04502 -2.73701 -0.745 0.268 -0.461 -0.460
F -2.35446 -1.66633 -2.46215 0.097 -0.649 0.201 -0.330
C -0.76955 0.78863 -3.38692 -0.514 0.401 0.273 0.970
O -0.24313 1.79650 -3.63531 0.663 0.696 -0.071 -0.461
F -0.84521 -0.18945 -4.30493 -0.219 -0.388 -0.369 -0.334
H -3.94129 2.75180 -0.32303 -0.271 -0.086 0.014 0.398
H -3.50719 1.17660 -0.09413 -0.219 -0.070 -0.079 0.382
H -0.23069 3.22412 -1.57706 0.052 0.115 -0.134 0.513
H -1.32819 0.58080 1.01394 0.106 -0.219 0.342 0.248
H 0.40139 2.46951 1.07248 0.164 0.290 -0.064 0.229
H 1.56364 1.44320 2.55956 0.071 0.229 0.085 0.237
H 2.30605 0.37566 1.44895 0.079 -0.040 -0.356 0.266
H -0.02548 -1.01057 1.76552 0.030 -0.146 -0.189 0.225
H -0.09241 -0.02510 3.19011 -0.190 0.103 0.085 0.234
H 0.92074 -1.08523 -0.19431 0.121 -0.219 0.164 0.315
H 2.00760 -1.63337 -3.16298 -0.293 0.413 -0.297 0.015
H -0.19816 -2.19639 -3.07716 0.001 0.537 -0.269 0.013
H -1.30025 -0.89220 -0.63152 -0.157 -0.183 -0.116 0.239
```
Forces are in eV/Å.

Multiplicity   1
DFT total energy   -8076.2465 a.u.
HOMO energy   -8.896 eV
Largest force on an atom   1.8 eV/Å
SMILES string   NP(O)[C@H]1[C@@H](N(C(=O)F)C(=O)F)[C@@H]([PH2]=S)S(=O)(=O)O[C@@H]1CC[C@](F)(Br)C(F)(F)Br